A 2-piece molecular cluster, C4H11N2O overall in a non-equilibrium geometry. Source: the Open Molecules 2025 dataset; level of theory: ωB97M-V with the def2-TZVPD basis set.

Last column: Löwdin charge in e.
Cartesian coordinates (Å):
C1 -0.688 -1.110 0.568  0.000
H1 3.420 -0.923 -1.003  0.156
C2 -1.132 0.234 0.167  -0.345
H2 -3.207 -0.320 0.244  0.102
H3 -2.588 0.156 -1.324  0.118
H4 1.396 0.012 -1.692  0.105
H5 -0.728 2.170 -0.037  0.148
C3 2.774 -0.307 -0.374  -0.284
H6 2.773 0.404 1.416  0.139
N1 1.655 0.186 -0.729  0.077
H7 0.375 -1.172 0.767  0.072
C4 -2.544 0.382 -0.254  0.003
H8 -0.968 -1.845 -0.187  0.115
H9 -2.913 1.397 -0.125  0.099
N2 -0.362 1.259 0.216  0.207
H10 -1.232 -1.387 1.473  0.119
H11 0.683 1.028 0.057  0.056
O1 3.285 -0.163 0.816  0.114

The gap between HOMO and LUMO is 11.5 eV. As for the charge: +1. The spin multiplicity is 1.